(1)
The following is a DFT calculation (ωB97M-V with the def2-TZVPD basis set) of 9 unconnected molecules or ions with the total composition C35H60O16 at a distorted geometry.

Properties
* total charge: 0
* highest occupied orbital energy: -9.81 eV
* E: -70028.354 eV
* energy above the lowest of the compared OMol25 structures with the same formula, charge and spin: 0.000 eV
* frontier orbital gap: 0.369 Ha
* SMILES string: COC(=O)OC.O=C1CCCO1.O=C1CCCO1.O=C1CCCO1.O=C1CCCO1.O=C1CCCO1.C1CCOC1.C1CCOC1.C1CCOC1
* spin multiplicity: 1
* E_LUMO: 0.009 Eh

Cartesian coordinates (Å):
C  -13.128  -8.063  16.370
O  -13.366  -7.264  17.523
C  -13.294  -7.831  18.724
O  -13.204  -9.010  18.965
O  -13.354  -6.846  19.612
C  -13.440  -7.177  20.990
H  -12.094  -7.926  16.050
H  -13.801  -7.732  15.586
H  -13.287  -9.124  16.548
H  -14.428  -7.520  21.293
H  -13.170  -6.302  21.574
H  -12.693  -7.936  21.225
O  -18.809  -3.584  22.989
C  -17.954  -3.993  22.261
C  -17.706  -3.687  20.806
C  -16.216  -3.952  20.650
C  -15.976  -5.029  21.709
O  -17.009  -4.870  22.691
H  -18.261  -4.478  20.286
H  -18.097  -2.711  20.545
H  -16.011  -4.267  19.625
H  -15.584  -3.071  20.794
H  -16.143  -5.990  21.218
H  -14.994  -4.936  22.156
O  -14.529  -9.732  10.500
C  -15.202  -8.935  11.080
C  -15.570  -7.534  10.649
C  -16.738  -7.176  11.576
C  -16.398  -7.999  12.821
O  -15.726  -9.176  12.302
H  -14.750  -6.843  10.851
H  -15.801  -7.470  9.590
H  -16.791  -6.111  11.796
H  -17.701  -7.528  11.209
H  -15.722  -7.536  13.538
H  -17.292  -8.335  13.339
O  -15.995  -9.235  15.606
C  -16.328  -8.998  16.736
C  -16.490  -9.991  17.860
C  -16.982  -9.141  19.036
C  -17.301  -7.773  18.416
O  -16.659  -7.758  17.126
H  -17.182  -10.774  17.555
H  -15.527  -10.449  18.087
H  -17.864  -9.565  19.520
H  -16.239  -9.052  19.825
H  -18.378  -7.638  18.322
H  -16.909  -6.976  19.039
O  -13.869  -15.329  14.323
C  -14.281  -14.248  14.619
C  -13.583  -13.138  15.371
C  -14.287  -11.902  14.838
C  -15.692  -12.431  14.555
O  -15.511  -13.818  14.244
H  -13.782  -13.245  16.442
H  -12.506  -13.158  15.244
H  -14.258  -11.044  15.506
H  -13.856  -11.536  13.904
H  -16.384  -12.291  15.386
H  -16.099  -11.936  13.675
O  -18.305  -7.234  21.294
C  -19.287  -7.654  21.832
C  -19.466  -8.911  22.689
C  -20.777  -8.592  23.418
C  -21.494  -7.642  22.460
O  -20.458  -6.999  21.712
H  -19.590  -9.745  21.994
H  -18.587  -9.046  23.306
H  -21.364  -9.501  23.568
H  -20.606  -8.166  24.405
H  -22.137  -8.182  21.766
H  -22.049  -6.878  22.995
C  -20.806  -10.515  18.307
C  -22.072  -9.828  18.813
C  -21.802  -8.335  18.528
O  -20.590  -8.244  17.800
C  -20.303  -9.549  17.254
H  -21.041  -11.499  17.892
H  -20.047  -10.703  19.070
H  -22.315  -10.050  19.852
H  -22.912  -10.175  18.211
H  -21.723  -7.698  19.409
H  -22.638  -7.948  17.930
H  -19.244  -9.634  17.016
H  -20.844  -9.601  16.300
C  -15.893  -9.069  23.865
C  -15.908  -10.027  22.660
C  -14.511  -10.635  22.705
O  -13.647  -9.646  23.236
C  -14.386  -8.835  24.127
H  -16.362  -9.487  24.756
H  -16.388  -8.117  23.661
H  -16.083  -9.447  21.760
H  -16.660  -10.798  22.825
H  -14.166  -10.965  21.722
H  -14.493  -11.548  23.322
H  -14.071  -7.798  23.984
H  -14.168  -9.042  25.182
C  -17.559  -4.837  15.118
C  -18.690  -4.031  15.780
C  -18.247  -3.924  17.260
O  -17.132  -4.777  17.417
C  -16.455  -4.781  16.175
H  -17.278  -4.407  14.160
H  -17.851  -5.884  15.016
H  -19.668  -4.491  15.656
H  -18.758  -3.024  15.363
H  -19.067  -4.180  17.928
H  -17.929  -2.896  17.483
H  -15.757  -5.614  16.157
H  -15.863  -3.860  16.042



(2)
The following is a DFT calculation (ωB97M-V with the def2-TZVPD basis set) of 4 unconnected molecules or ions with the total composition C35H61ClN2O9 at a distorted geometry.

Properties
* total charge: 0
* highest occupied orbital energy: -8.54 eV
* E: -71191.467 eV
* frontier orbital gap: 0.266 Ha
* SMILES string: C#CCCCc1c(CCCCl)c(N)c(CCCCCOC)c2c1C(=O)N(COCOCCO)C2=O.CC(C)O.CC(C)O.CC(C)O
* spin multiplicity: 1
* E_LUMO: -0.048 Eh

Cartesian coordinates (Å):
C  1.375  -0.286  4.262
C  0.289  0.600  3.991
C  -0.718  1.847  3.512
C  0.120  3.228  3.184
C  -0.583  4.147  1.979
C  0.111  3.610  0.561
C  1.722  3.907  0.223
C  2.687  4.783  1.260
C  2.727  6.318  0.668
C  1.338  7.181  0.967
Cl  1.155  7.685  2.753
C  2.420  3.330  -1.183
N  3.881  3.527  -1.544
C  1.489  2.467  -2.271
C  2.066  1.859  -3.682
C  3.293  0.804  -3.375
C  3.147  -0.014  -1.958
C  4.428  -1.074  -1.814
C  4.407  -1.709  -0.280
O  5.603  -1.365  0.510
C  5.409  -0.142  1.308
C  -0.077  2.238  -1.842
C  -0.848  2.775  -0.496
C  -2.441  2.389  -0.433
O  -3.410  2.685  0.438
N  -2.616  1.585  -1.734
C  -2.897  0.177  -1.246
O  -3.870  -0.566  -2.104
C  -3.980  -1.901  -1.446
O  -5.373  -2.138  -1.035
C  -5.542  -2.074  0.427
C  -5.919  -0.573  1.003
O  -6.350  0.374  -0.046
C  -1.322  1.448  -2.560
O  -1.405  0.701  -3.664
H  2.465  -0.763  4.367
H  -1.305  1.524  2.552
H  -1.529  2.042  4.361
H  1.204  2.873  2.834
H  0.288  3.837  4.173
H  -1.731  3.891  2.032
H  -0.327  5.262  2.226
H  2.223  4.860  2.348
H  3.792  4.393  1.269
H  2.803  6.237  -0.505
H  3.623  6.963  1.066
H  1.395  8.145  0.274
H  0.378  6.590  0.594
H  4.011  3.814  -2.538
H  4.379  4.158  -0.877
H  2.495  2.780  -4.310
H  1.268  1.328  -4.356
H  4.337  1.349  -3.418
H  3.297  0.017  -4.268
H  3.184  0.653  -0.996
H  2.104  -0.573  -1.967
H  5.400  -0.409  -1.896
H  4.327  -1.879  -2.658
H  4.418  -2.889  -0.413
H  3.385  -1.469  0.272
H  4.286  -0.023  1.668
H  6.066  -0.144  2.298
H  5.774  0.794  0.674
H  -1.856  -0.377  -1.193
H  -3.350  0.134  -0.154
H  -3.227  -2.015  -0.531
H  -3.592  -2.680  -2.257
H  -4.653  -2.522  1.045
H  -6.487  -2.760  0.677
H  -6.834  -0.698  1.739
H  -5.051  -0.090  1.637
H  -6.343  1.288  0.407
C  -10.198  0.761  3.180
C  -9.185  0.185  4.157
C  -9.363  0.769  5.549
O  -7.867  0.467  3.691
H  -10.079  1.846  3.087
H  -10.049  0.341  2.179
H  -11.222  0.547  3.502
H  -9.291  -0.905  4.198
H  -9.215  1.855  5.540
H  -8.619  0.355  6.238
H  -10.362  0.555  5.942
H  -7.763  1.432  3.651
C  -0.181  -3.828  -2.396
C  1.238  -3.800  -1.852
C  1.715  -5.194  -1.477
O  1.288  -2.958  -0.703
H  -0.881  -4.212  -1.645
H  -0.516  -2.816  -2.650
H  -0.250  -4.455  -3.290
H  1.911  -3.370  -2.602
H  1.083  -5.627  -0.694
H  2.734  -5.157  -1.076
H  1.704  -5.862  -2.344
H  0.693  -3.332  -0.032
C  7.226  -5.743  -2.153
C  5.740  -5.421  -2.167
C  4.950  -6.484  -2.914
O  5.536  -4.156  -2.791
H  7.628  -5.781  -3.172
H  7.783  -4.963  -1.623
H  7.417  -6.703  -1.665
H  5.371  -5.343  -1.138
H  5.271  -6.549  -3.959
H  3.884  -6.233  -2.926
H  5.073  -7.467  -2.448
H  5.861  -4.216  -3.704